Formula: C6H4O
Source: the OMol25 dataset
Level of theory: ωB97M-V/def2-TZVPD

Geometry (Å):
C1 0.959 0.891 0.353
C2 -0.224 0.720 1.121
C3 1.169 -0.649 -1.886
C4 0.956 0.125 -0.766
C5 -0.037 -0.850 -1.254
C6 -1.143 -0.197 0.852
O1 -2.380 -0.519 0.728
H1 1.739 1.563 0.667
H2 -0.317 1.245 2.067
H3 1.801 -0.849 -2.723
H4 -2.523 -1.479 0.840

## Properties
**Orbital gap**: 7.65 eV
**Molar mass**: 92.097 g mol⁻¹
**E_HOMO**: -0.2774 hartree
**Energy above the lowest of the compared OMol25 structures with the same formula, charge and spin**: 133.2 kcal per mole
**Total energy**: -8326.6650 eV

Table of Löwdin atomic charges, one value per atom, all in e:
1 C -0.13
2 C -0.09
3 C -0.03
4 C -0.30
5 C 0.07
6 C -0.08
7 O 0.11
8 H 0.08
9 H 0.13
10 H 0.07
11 H 0.15